# 1
Molecular formula: C2H5NOS
Method: DFT, ωB97M-V with the def2-TZVPD basis set

```
10
Properties=species:S:1:pos:R:3
C -1.269 -0.304 0.018
C 1.212 -0.503 -0.045
H -1.836 -0.051 -0.873
H -1.731 0.085 0.902
H -1.262 -1.405 0.162
H 1.033 1.808 -0.121
H 1.010 -1.602 -0.029
N 0.059 0.196 -0.044
O 0.056 1.590 0.014
S 2.728 0.186 0.017
```

Output
Multiplicity: 1
LUMO energy in eV: 0.750
HOMO-LUMO gap in eV: 9.430
Structure (SMILES): CN(O)C=S
Energy above the lowest of the compared OMol25 structures with the same formula, charge and spin in kJ/mol: 222.21
HOMO level in eV: -8.680

# 2
Molecular formula: C41H48HfN5Se
Method: DFT, ωB97M-V with the def2-TZVPD basis set

```
96
Properties=species:S:1:pos:R:3
Hf -0.059 -0.430 0.749
C 3.049 -5.690 0.781
C 2.823 -5.102 -0.613
C 1.677 -4.143 -0.630
C 0.372 -4.405 -0.937
C -0.216 -5.693 -1.418
C -0.402 -5.715 -2.935
C -0.361 -3.182 -0.752
N 0.497 -2.191 -0.342
C 1.756 -2.752 -0.267
C 2.910 -2.049 0.032
C 3.034 -0.681 0.258
C 4.267 0.051 0.348
C 5.630 -0.556 0.258
C 6.077 -0.771 -1.189
C 3.937 1.377 0.451
C 2.503 1.456 0.439
C 1.748 2.621 0.543
C 0.370 2.740 0.556
N -0.512 1.684 0.459
C -1.772 2.210 0.552
C -2.944 1.475 0.397
C -3.047 0.149 0.010
N -1.976 -0.688 -0.197
C -2.482 -1.884 -0.654
C -1.732 -3.018 -0.915
C -3.921 -1.788 -0.751
C -4.269 -0.542 -0.321
C -5.634 0.065 -0.257
C -5.987 0.839 -1.527
C -4.807 -2.871 -1.279
C -4.744 -2.980 -2.804
C -1.693 3.637 0.737
C -0.369 3.966 0.722
C 0.250 5.323 0.825
C 0.767 5.840 -0.520
C -2.870 4.552 0.846
C -3.369 5.017 -0.522
N 1.975 0.192 0.329
C 4.853 2.557 0.517
C 4.996 3.278 -0.823
H 3.892 -6.379 0.784
H 2.166 -6.231 1.122
H 3.251 -4.902 1.509
H 2.638 -5.901 -1.333
H 3.731 -4.602 -0.958
H -1.173 -5.868 -0.919
H 0.428 -6.517 -1.108
H -1.062 -4.910 -3.263
H -0.836 -6.660 -3.262
H 0.552 -5.583 -3.445
H 3.832 -2.616 0.026
H 5.647 -1.505 0.799
H 6.347 0.088 0.770
H 5.389 -1.427 -1.725
H 7.069 -1.221 -1.224
H 6.116 0.175 -1.730
H 2.307 3.542 0.639
H -3.873 2.018 0.509
H -2.281 -3.887 -1.254
H -5.701 0.723 0.613
H -6.368 -0.725 -0.086
H -5.267 1.637 -1.716
H -6.976 1.288 -1.448
H -5.982 0.182 -2.397
H -5.834 -2.680 -0.965
H -4.528 -3.824 -0.820
H -5.060 -2.046 -3.271
H -5.392 -3.777 -3.167
H -3.729 -3.186 -3.146
H 1.061 5.292 1.558
H -0.486 6.020 1.228
H 1.660 5.304 -0.843
H 1.015 6.899 -0.458
H 0.013 5.714 -1.299
H -2.599 5.417 1.454
H -3.676 4.053 1.391
H -2.581 5.547 -1.059
H -4.221 5.689 -0.422
H -3.673 4.171 -1.140
H 5.834 2.230 0.866
H 4.487 3.254 1.275
H 5.410 2.615 -1.584
H 5.661 4.136 -0.726
H 4.033 3.635 -1.189
Se -0.607 -1.719 2.931
C -0.319 0.087 3.516
C -1.376 0.930 3.876
C -1.102 2.252 4.167
N 0.121 2.793 4.120
C 1.120 1.991 3.794
C 0.959 0.639 3.484
H -2.392 0.561 3.912
H -1.906 2.924 4.445
H 2.112 2.429 3.766
H 1.825 0.032 3.245
```

Output
Multiplicity: 1
LUMO energy in eV: -4.065
HOMO-LUMO gap in eV: 5.758
Energy above the lowest of the compared OMol25 structures with the same formula, charge and spin in kJ/mol: 0.00
HOMO level in eV: -9.823
Net charge: +1